Entry from OMol25: a structure of composition C3H5NO2 in a non-equilibrium geometry (the ωB97M-V functional and the def2-TZVPD basis).

Properties
Energy: -322.4339 Ha
E_LUMO: 0.003 hartree
HOMO-LUMO gap: 8.3 eV
Max |F|: 0.0816 Eh/bohr

Geometry as ORCA input:
```
! RIJCOSX wB97M-V def2-TZVPD def2/J DEFGRID3
* xyz 0 1
C -1.02 1.36 -0.09
N 0.05 0.40 -0.05
C -0.12 -0.90 0.19
O -1.16 -1.50 0.44
C 1.69 -1.64 0.02
O 2.52 -0.85 -0.27
H -1.95 0.83 0.13
H -0.86 2.14 0.66
H -1.09 1.82 -1.08
H 1.00 0.67 -0.26
H 0.94 -2.34 0.29
*
```